No. 1
Formula: C16H20BeN4O4SeSi
Source: the Open Molecules 2025 dataset
Level of theory: ωB97M-V/def2-TZVPD

The lowest unoccupied orbital energy comes out at -2.6 eV. The value obtained for the gap between HOMO and LUMO is 3.1 eV. The HOMO energy comes out at -5.65 eV. The calculation puts the relative energy (zero: lowest compared OMol25 entry of this formula, charge and spin) at 91.71 kJ/mol.

Each line ends with the natural charge from an NBO analysis.
Positions of all 47 atoms, in Å:
Be1 0.790 -0.835 0.174  1.6495
O1 5.566 4.540 0.557  -0.3524
N1 4.420 4.360 0.111  0.5159
O2 3.658 5.209 -0.365  -0.3629
C1 3.911 2.959 0.179  0.0774
C2 4.877 1.965 0.153  -0.1283
C3 4.472 0.598 0.145  -0.0797
C4 5.304 -0.510 -0.130  -0.1055
C5 4.731 -1.756 -0.160  -0.2402
C6 3.367 -1.964 0.138  0.1276
N2 2.551 -0.947 0.343  -0.6045
C7 3.053 0.319 0.307  0.1873
C8 2.112 1.407 0.309  0.2578
N3 0.870 0.908 0.139  -0.6272
C9 -0.097 1.863 0.094  0.1176
C10 0.174 3.225 0.217  -0.2286
C11 1.470 3.655 0.068  -0.0927
C12 2.503 2.758 0.160  -0.1375
H1 5.888 2.236 0.064  0.2566
H2 6.320 -0.371 -0.401  0.2345
H3 5.259 -2.610 -0.555  0.2407
H4 2.976 -2.956 0.115  0.2554
H5 -1.110 1.472 -0.065  0.2641
H6 -0.667 3.867 0.382  0.2544
H7 1.627 4.725 -0.114  0.2699
C13 -4.431 -2.761 -0.464  -1.1386
Si1 -5.102 -1.134 0.144  1.4678
C14 -6.982 -1.140 0.480  -1.1199
C15 -4.813 0.135 -1.153  -1.1461
Se1 -3.622 -0.686 1.819  -1.0628
H8 -5.170 -3.307 -1.030  0.2108
H9 -4.167 -3.433 0.379  0.2425
H10 -3.569 -2.684 -1.131  0.2263
H11 -7.557 -0.746 -0.361  0.2256
H12 -7.159 -0.455 1.361  0.2454
H13 -7.311 -2.157 0.708  0.2292
H14 -4.894 -0.319 -2.116  0.2191
H15 -3.818 0.547 -1.012  0.2332
H16 -5.573 0.918 -1.170  0.2265
O3 0.662 -3.419 -0.311  -0.7177
C16 0.271 -2.693 -1.272  0.6529
O4 0.168 -1.382 -1.201  -0.9210
H17 0.088 -3.090 -2.263  0.1182
N4 -0.118 -1.514 1.495  -1.2371
H18 0.397 -1.247 2.334  0.3886
H19 -0.257 -2.509 1.330  0.4480
H20 -1.065 -1.040 1.567  0.4600

=====

No. 2
Formula: C7H20BF2GaN5Si
Source: the Open Molecules 2025 dataset
Level of theory: ωB97M-V/def2-TZVPD

The lowest unoccupied orbital energy comes out at -3.2 eV. The value obtained for the gap between HOMO and LUMO is 7.7 eV. Its total charge is +1. The HOMO energy comes out at -10.93 eV.

Each line ends with the natural charge from an NBO analysis.
Positions of all 37 atoms, in Å:
Ga1 1.036 1.337 -0.054  0.9761
C1 -2.370 -2.283 0.116  -0.4194
N1 -1.693 -2.007 1.376  -0.4042
C2 -1.780 -3.050 2.394  -0.4071
C3 -0.788 -1.004 1.420  0.6583
N2 -0.380 -0.327 0.396  -0.8746
N3 -0.314 -0.679 2.678  -0.5990
C4 0.650 0.251 2.986  0.6569
N4 0.879 0.395 4.308  -0.7847
N5 1.277 0.921 2.076  -0.8621
H1 -3.289 -2.822 0.330  0.2296
H2 -1.766 -2.895 -0.560  0.2089
H3 -2.646 -1.355 -0.381  0.2218
H4 -2.711 -3.591 2.258  0.2349
H5 -1.795 -2.647 3.406  0.1910
H6 -0.958 -3.766 2.308  0.2147
H7 -0.710 -0.700 -0.484  0.3990
H8 -0.786 -1.096 3.459  0.4127
H9 0.348 -0.087 5.011  0.4093
H10 1.609 1.007 4.627  0.4221
H11 1.952 1.573 2.458  0.3931
F1 3.237 3.479 1.121  -0.5039
B1 2.382 3.042 0.208  0.7809
F2 2.794 3.266 -1.056  -0.5135
C5 2.199 0.538 -3.330  -1.1040
Si1 0.585 1.013 -2.469  1.0907
C6 -0.757 -0.259 -2.922  -1.1165
C7 -0.074 2.725 -2.944  -1.1062
H12 2.076 0.520 -4.415  0.2485
H13 2.536 -0.449 -3.009  0.2392
H14 2.981 1.258 -3.087  0.2514
H15 -0.941 -0.198 -3.996  0.2604
H16 -1.706 -0.054 -2.420  0.2271
H17 -0.452 -1.285 -2.703  0.2307
H18 -0.273 2.796 -4.014  0.2513
H19 0.652 3.496 -2.681  0.2505
H20 -1.002 2.940 -2.409  0.2360

=====

No. 3
Formula: C23H43Cl3N3O4PtSi
Source: the Open Molecules 2025 dataset
Level of theory: ωB97M-V/def2-TZVPD

The lowest unoccupied orbital energy (alpha / beta) comes out at 2.3 / 2.3 eV. Its spin multiplicity is 3. The value obtained for the gap between HOMO and LUMO (alpha / beta) is 6.0 / 7.4 eV. Its total charge is -1. The HOMO energy (alpha / beta) comes out at -3.70 / -5.11 eV. The expectation value of S² is 2.0072. The calculation puts the relative energy (zero: lowest compared OMol25 entry of this formula, charge and spin) at 182.57 kJ/mol.

Each line ends with the Mulliken spin population.
Positions of all 78 atoms, in Å:
C1 -2.909 5.946 -2.502  0.0005
C2 -1.948 6.654 -3.394  0.0035
H1 -2.752 6.256 -1.461  0.0011
H2 -2.785 4.864 -2.552  -0.0042
H3 -3.942 6.222 -2.758  0.0006
C3 -1.992 7.990 -3.523  0.0001
C4 -2.843 8.865 -2.686  -0.0001
H4 -1.466 8.509 -4.323  0.0000
H5 -2.710 8.705 -1.610  0.0000
H6 -3.895 8.702 -2.928  0.0000
H7 -2.608 9.910 -2.898  0.0000
Pt1 0.334 2.530 -1.950  1.1047
Cl1 -1.519 1.038 -2.692  0.1610
Cl2 0.436 2.973 -4.333  0.1889
C5 1.816 0.454 -3.647  0.0403
O1 1.572 0.824 -2.460  0.0319
N1 3.078 0.358 -4.043  0.0174
C6 4.139 0.681 -3.096  0.0003
C7 3.410 0.129 -5.439  0.0007
H8 1.023 0.240 -4.392  0.0050
H9 3.980 0.122 -2.167  -0.0009
H10 4.160 1.757 -2.865  0.0028
H11 5.085 0.386 -3.551  0.0003
H12 2.796 -0.700 -5.818  0.0007
H13 4.467 -0.131 -5.505  0.0001
H14 3.207 1.018 -6.057  0.0014
H15 -2.152 2.894 3.199  0.0000
H16 -0.706 5.167 2.327  0.0009
C8 -1.325 3.015 3.909  0.0003
C9 0.104 4.814 2.967  0.0030
N2 -0.106 3.407 3.233  -0.0015
H17 -1.171 2.067 4.428  0.0000
C10 0.898 2.503 3.061  0.0008
O2 2.087 2.756 2.866  0.0003
H18 1.065 4.941 2.474  0.0002
H19 0.518 1.455 3.139  -0.0002
H20 -1.611 3.776 4.634  -0.0001
H21 0.079 5.372 3.906  0.0004
O3 -0.063 5.403 -2.832  0.0361
C11 -0.790 5.830 -3.947  -0.0107
C12 0.711 7.768 -4.550  0.0001
C13 0.107 6.565 -4.911  0.0013
H22 0.523 8.188 -3.562  0.0000
C14 1.467 8.466 -5.492  0.0004
H23 -1.202 4.928 -4.408  -0.0044
C15 0.388 5.949 -6.125  0.0089
H24 1.905 9.432 -5.221  0.0001
C16 1.715 7.869 -6.735  -0.0006
C17 1.228 6.593 -7.025  -0.0031
H25 -0.008 4.944 -6.294  0.0015
H26 2.354 8.377 -7.460  -0.0001
H27 1.475 6.098 -7.971  0.0002
Si1 1.372 4.684 -2.356  -0.0008
Cl3 -0.698 4.231 -0.499  0.1737
C18 2.138 6.366 -1.795  0.0116
C19 2.822 4.565 -3.684  -0.0085
C20 2.148 3.527 -1.019  0.0362
H28 2.642 6.892 -2.612  0.0005
H29 2.870 6.214 -1.000  -0.0019
H30 1.364 7.046 -1.429  -0.0007
H31 2.024 3.981 -0.025  0.0046
H32 3.187 3.578 -1.380  0.0207
H33 2.007 2.414 -0.906  0.0466
H34 3.026 5.562 -4.105  0.0009
H35 2.572 3.907 -4.526  0.0077
H36 3.767 4.205 -3.246  -0.0003
C21 1.449 -0.893 1.263  0.0017
N3 0.210 -0.890 0.498  0.0026
C22 -0.456 -2.155 0.212  0.0007
C23 -0.230 0.237 -0.049  0.0229
O4 0.420 1.316 -0.015  0.0904
H37 1.592 -1.919 1.614  0.0001
H38 1.404 -0.207 2.121  -0.0014
H39 2.299 -0.584 0.634  0.0012
H40 -1.430 -2.201 0.714  0.0001
H41 -0.639 -2.236 -0.867  0.0009
H42 0.190 -2.959 0.565  0.0001
H43 -1.202 0.161 -0.573  0.0004

=====

No. 4
Formula: C4H7NO
Source: the Open Molecules 2025 dataset
Level of theory: ωB97M-V/def2-TZVPD

The lowest unoccupied orbital energy comes out at 0.8 eV. The value obtained for the gap between HOMO and LUMO is 11.0 eV. The HOMO energy comes out at -10.24 eV. The calculation puts the relative energy (zero: lowest compared OMol25 entry of this formula, charge and spin) at 258.96 kJ/mol.

Each line ends with the natural charge from an NBO analysis.
Positions of all 13 atoms, in Å:
C1 -1.749 -0.965 0.610  -0.6231
C2 -0.490 -0.459 -0.077  -0.0700
O1 -0.070 0.781 0.487  -0.5084
C3 1.120 1.314 -0.018  -0.1572
C4 2.184 0.437 -0.478  0.1945
N1 2.908 -0.041 -1.246  -0.3159
H1 -2.552 -0.223 0.574  0.2168
H2 -2.099 -1.869 0.095  0.2193
H3 -1.562 -1.226 1.656  0.2150
H4 -0.669 -0.306 -1.148  0.1704
H5 0.318 -1.194 0.037  0.1778
H6 1.384 2.130 0.666  0.2397
H7 1.276 1.621 -1.159  0.2413

=====

Q: Which maximum force values were calculated for the entries above? A: 3.2, 1.3, 4.2, 3.3, in eV Å⁻¹.